--- i ---
Formula: C3H5NSSi
Source: the OMol25 dataset
Level of theory: ωB97M-V with the def2-TZVPD basis set

```
11
Properties=species:S:1:pos:R:3:lowdin_charge:R:1
C -0.47 -0.99 -0.11 -0.49
C -2.00 0.89 -0.07 -0.43
C 0.04 0.31 -0.07 -0.67
N -0.78 1.33 0.03 -0.03
Si 1.90 0.49 -0.08 0.72
S -2.17 -0.87 -0.01 0.97
H -0.07 -2.03 -0.11 -0.04
H -2.72 1.66 -0.13 0.06
H 1.15 -2.95 0.53 0.14
H 2.42 0.82 1.21 -0.15
H 2.71 1.35 -1.21 -0.09
```

Computed properties:
**M**: 115.23 Da
**Gap between HOMO and LUMO (alpha / beta)**: 8.8 / 6.6 eV

=====

--- ii ---
Formula: C3H5NSSi
Source: the OMol25 dataset
Level of theory: ωB97M-V with the def2-TZVPD basis set

```
11
Properties=species:S:1:pos:R:3:lowdin_charge:R:1
C -1.47 0.38 0.22 -0.26
C -2.75 -0.23 -0.11 -0.67
C 0.95 0.10 -0.09 -0.12
N -0.24 0.07 0.04 -0.01
Si 2.81 -0.08 -0.22 0.67
S -3.59 -1.57 -0.77 0.45
H -1.61 1.35 0.81 0.14
H -3.52 0.49 0.38 0.04
H 3.42 1.19 -0.46 -0.08
H 2.91 -1.30 -0.96 -0.07
H 3.09 -0.40 1.14 -0.09
```

Computed properties:
**M**: 115.23 Da
**Gap between HOMO and LUMO**: 7.2 eV

=====

Name the least stable of them. i.

=====

--- i ---
Formula: C4H9N4O
Source: the OMol25 dataset
Level of theory: ωB97M-V with the def2-TZVPD basis set

```
18
Properties=species:S:1:pos:R:3:lowdin_charge:R:1
C 0.26 -0.84 -0.99 -0.13
C 2.75 -0.15 -0.03 -0.19
C -1.32 -1.71 0.14 -0.04
C -2.69 0.33 0.61 0.01
N -0.17 -2.02 -0.55 0.15
N -0.56 0.14 -0.57 0.17
N 3.49 0.86 -0.42 0.11
N -1.58 -0.43 0.14 -0.13
O 3.41 -0.96 0.91 -0.01
H 1.10 -0.79 -1.65 0.11
H -1.88 -2.38 0.60 0.11
H -2.33 1.02 1.50 0.15
H -3.13 0.90 -0.36 0.16
H -3.37 -0.46 0.95 0.11
H -0.56 1.09 -0.65 0.14
H 3.33 1.41 -1.24 0.10
H 4.34 0.99 0.08 0.10
H 2.95 -1.75 1.13 0.07
```

Computed properties:
**Total charge**: +1
**M**: 129.14 Da
**Gap between HOMO and LUMO**: 8.7 eV

=====

--- ii ---
Formula: C4H9N4O
Source: the OMol25 dataset
Level of theory: ωB97M-V with the def2-TZVPD basis set

```
18
Properties=species:S:1:pos:R:3:lowdin_charge:R:1
C -0.37 -2.04 1.72 -0.05
C 0.61 -2.46 0.73 -0.30
C -0.31 3.18 0.05 0.10
C -0.42 1.99 -1.97 -0.03
N 0.01 -0.39 0.45 -0.05
N -0.63 -0.77 1.47 0.05
N 1.13 -3.74 0.67 0.18
N -0.34 2.08 -0.55 -0.07
O 0.87 -1.40 -0.01 0.09
H -0.75 -2.57 2.56 0.11
H -0.24 3.20 1.14 0.11
H -0.20 1.00 -0.08 0.13
H -0.31 4.23 -0.54 0.17
H -0.48 3.02 -2.27 0.09
H 0.33 1.35 -2.36 0.09
H -1.39 1.56 -2.22 0.11
H 0.49 -4.41 1.06 0.12
H 2.01 -3.83 0.15 0.14
```

Computed properties:
**Total charge**: +1
**M**: 129.14 Da
**Gap between HOMO and LUMO**: 9.1 eV

=====

Name the least stable of them. ii.

=====

--- i ---
Formula: C12H24N2O3
Source: the OMol25 dataset
Level of theory: ωB97M-V with the def2-TZVPD basis set

```
41
Properties=species:S:1:pos:R:3:lowdin_charge:R:1
C 2.26 3.50 -1.72 -0.14
C 2.23 2.03 -2.14 -0.24
C 2.12 1.17 -0.87 -0.28
C 1.85 -0.32 -1.08 -0.08
C 0.95 1.73 0.28 -0.22
N 1.20 1.31 1.62 0.04
C -0.52 1.29 -0.14 -0.35
O -0.98 1.63 -1.27 0.02
N -1.50 0.75 0.72 0.14
C -1.75 -0.65 1.41 -0.11
C -1.48 -0.70 2.92 -0.55
O -1.97 -1.51 3.65 0.12
O -0.79 0.33 3.38 0.06
C -0.99 -1.79 0.64 -0.36
C -0.90 -3.09 1.39 -0.08
C -1.39 -2.01 -0.82 -0.22
C -2.90 -2.06 -1.14 -0.09
H 2.98 3.71 -0.92 0.08
H 2.45 4.13 -2.68 0.11
H 1.27 3.84 -1.42 0.06
H 3.21 1.94 -2.60 0.11
H 1.38 1.90 -2.84 0.12
H 3.10 1.32 -0.41 0.12
H 0.86 -0.35 -1.60 0.06
H 1.89 -0.87 -0.17 0.05
H 2.50 -0.82 -1.90 0.12
H 0.93 2.81 0.17 0.11
H 1.46 2.23 2.07 0.14
H 1.97 0.69 1.72 0.09
H -2.43 0.94 0.44 0.10
H -2.80 -0.95 1.36 0.15
H 0.04 0.56 2.76 0.11
H 0.08 -1.51 0.68 0.11
H -0.60 -3.04 2.44 0.08
H -0.31 -3.90 0.82 0.11
H -1.90 -3.50 1.45 0.08
H -0.92 -3.02 -1.03 0.12
H -0.80 -1.33 -1.53 0.10
H -3.34 -1.09 -1.31 0.06
H -3.12 -2.64 -2.06 0.08
H -3.32 -2.65 -0.30 0.07
```

Computed properties:
**M**: 244.33 Da
**Gap between HOMO and LUMO**: 9.8 eV

=====

--- ii ---
Formula: C12H24N2O3
Source: the OMol25 dataset
Level of theory: ωB97M-V with the def2-TZVPD basis set

```
41
Properties=species:S:1:pos:R:3:lowdin_charge:R:1
C -3.67 1.13 1.63 -0.13
C -3.35 1.39 0.24 -0.26
C -2.00 0.97 -0.40 -0.29
C -1.79 1.21 -1.87 -0.06
C -1.73 -0.59 -0.09 -0.20
N -0.64 -1.01 -0.82 0.08
C 0.50 -1.48 -0.34 -0.47
O 1.17 -2.38 -0.76 0.10
C 1.04 -0.68 0.88 -0.29
N 0.54 -1.36 2.07 0.06
C 2.58 -0.61 0.84 -0.11
C 3.19 0.10 -0.45 -0.40
C 4.68 -0.18 -0.75 -0.09
C 3.12 1.63 -0.38 -0.09
C -2.92 -1.51 -0.56 -0.43
O -3.94 -0.95 -0.83 0.12
O -2.79 -2.85 -0.55 0.13
H -4.09 0.13 1.85 0.09
H -2.80 1.37 2.31 0.10
H -4.51 1.75 1.98 0.08
H -3.36 2.56 0.04 0.16
H -4.00 0.86 -0.39 0.06
H -1.20 1.46 0.07 0.10
H -2.07 2.28 -2.12 0.11
H -2.38 0.60 -2.50 0.07
H -0.72 1.17 -2.12 0.08
H -1.45 -0.71 0.93 0.12
H -0.87 -1.23 -1.78 0.17
H 0.50 0.25 0.99 0.12
H 0.90 -2.30 2.03 0.08
H 0.87 -0.98 2.90 0.05
H 3.11 -0.09 1.61 0.11
H 2.91 -1.61 0.87 0.10
H 2.56 -0.25 -1.35 0.15
H 5.37 -0.13 0.15 0.10
H 5.14 0.44 -1.50 0.07
H 4.71 -1.25 -0.90 0.06
H 3.53 2.07 -1.21 0.05
H 3.68 1.89 0.51 0.08
H 2.11 2.01 -0.14 0.08
H -1.95 -3.13 -0.11 0.14
```

Computed properties:
**M**: 244.33 Da
**Gap between HOMO and LUMO**: 10.1 eV

=====

Name the least stable of them. i.

=====

--- i ---
Formula: C18H25N3O4
Source: the OMol25 dataset
Level of theory: ωB97M-V with the def2-TZVPD basis set

```
50
Properties=species:S:1:pos:R:3:lowdin_charge:R:1
C 4.39 4.24 -2.28 -0.09
O 3.11 3.98 -2.80 -0.08
C 2.48 2.83 -2.45 -0.27
C 3.01 1.86 -1.60 0.00
C 2.28 0.73 -1.31 -0.01
C 1.00 0.53 -1.85 -0.19
C 0.24 -0.65 -1.51 -0.25
N 0.68 -1.54 -0.71 0.11
O -0.22 -2.55 -0.53 -0.08
C -1.39 -2.32 -1.33 -0.19
C -2.66 -2.30 -0.47 -0.47
O -3.75 -2.53 -0.96 0.06
N -2.45 -1.98 0.82 0.09
C -3.51 -2.00 1.80 -0.17
C -3.40 -0.83 2.77 -0.16
C -2.10 -0.88 3.58 -0.20
N -0.93 -0.53 2.78 -0.19
C 0.30 -1.07 3.35 -0.16
C 1.48 -0.71 2.44 -0.19
O 1.60 0.69 2.30 -0.13
C 0.42 1.23 1.76 -0.19
C -0.79 0.91 2.64 -0.15
C -1.14 -0.97 -2.03 -0.03
C 0.48 1.51 -2.70 -0.02
C 1.21 2.64 -2.99 0.00
H 5.11 3.47 -2.60 0.10
H 4.38 4.29 -1.19 0.10
H 4.69 5.20 -2.69 0.09
H 3.99 1.97 -1.16 0.11
H 2.68 -0.03 -0.65 0.12
H -1.49 -3.14 -2.04 0.16
H -1.53 -1.76 1.17 0.12
H -3.47 -2.94 2.36 0.13
H -4.46 -1.96 1.25 0.12
H -4.24 -0.87 3.46 0.11
H -3.46 0.11 2.22 0.10
H -2.19 -0.22 4.46 0.12
H -1.96 -1.90 3.95 0.12
H 0.22 -2.16 3.41 0.13
H 0.49 -0.67 4.36 0.13
H 2.42 -1.05 2.88 0.13
H 1.34 -1.17 1.45 0.09
H 0.57 2.31 1.70 0.13
H 0.26 0.83 0.75 0.10
H -1.69 1.31 2.17 0.12
H -0.66 1.39 3.63 0.13
H -1.86 -0.21 -1.73 0.13
H -1.16 -1.05 -3.12 0.13
H -0.50 1.39 -3.13 0.11
H 0.81 3.40 -3.65 0.12
```

Computed properties:
**M**: 347.41 Da
**Gap between HOMO and LUMO**: 8.9 eV

=====

--- ii ---
Formula: C18H25N3O4
Source: the OMol25 dataset
Level of theory: ωB97M-V with the def2-TZVPD basis set

```
50
Properties=species:S:1:pos:R:3:lowdin_charge:R:1
C -4.41 -4.13 0.01 -0.09
O -4.79 -2.78 -0.16 -0.08
C -3.81 -1.83 -0.12 -0.27
C -2.46 -2.07 0.06 -0.02
C -1.58 -1.00 0.08 -0.01
C -2.00 0.31 -0.07 -0.08
C -1.05 1.41 -0.02 -0.15
N -1.15 2.50 -0.83 0.03
N -0.18 3.38 -0.62 0.04
C 0.56 2.88 0.35 -0.11
C 0.07 1.64 0.78 -0.17
C 0.64 0.83 1.89 -0.16
N 2.04 0.49 1.66 -0.21
C 2.63 -0.13 2.82 -0.08
C 2.23 -0.30 0.46 -0.15
C 3.66 -0.19 -0.06 -0.30
C 3.72 -0.32 -1.59 -0.16
O 5.06 -0.29 -2.05 -0.12
C 5.83 -1.30 -1.45 -0.18
C 5.78 -1.17 0.07 -0.18
O 4.45 -1.22 0.53 -0.12
C -3.38 0.55 -0.28 -0.21
O -3.75 1.85 -0.45 -0.09
C -5.13 2.15 -0.54 -0.07
C -4.26 -0.52 -0.29 0.06
H -3.74 -4.46 -0.79 0.10
H -3.94 -4.30 0.98 0.10
H -5.34 -4.70 -0.05 0.09
H -2.08 -3.07 0.17 0.10
H -0.52 -1.20 0.19 0.10
H -1.88 2.68 -1.49 0.15
H 1.42 3.41 0.71 0.11
H 0.61 1.43 2.81 0.13
H 0.01 -0.07 2.07 0.12
H 2.09 -1.05 3.13 0.09
H 3.65 -0.41 2.60 0.08
H 2.62 0.57 3.65 0.09
H 1.56 0.09 -0.31 0.12
H 2.01 -1.37 0.62 0.14
H 4.08 0.79 0.23 0.16
H 3.21 0.51 -2.06 0.14
H 3.25 -1.27 -1.88 0.14
H 6.85 -1.18 -1.82 0.13
H 5.44 -2.29 -1.74 0.13
H 6.31 -1.99 0.56 0.13
H 6.24 -0.21 0.37 0.13
H -5.58 1.71 -1.43 0.10
H -5.67 1.81 0.35 0.10
H -5.18 3.23 -0.60 0.10
H -5.32 -0.37 -0.44 0.12
```

Computed properties:
**M**: 347.41 Da
**Gap between HOMO and LUMO**: 8.7 eV

=====

Name the least stable of them. ii.

=====

--- i ---
Formula: C3H4S
Source: the OMol25 dataset
Level of theory: ωB97M-V with the def2-TZVPD basis set

```
8
Properties=species:S:1:pos:R:3:lowdin_charge:R:1
C 1.64 0.35 -1.05 0.03
C 1.09 -0.68 -0.27 -0.27
C -0.14 -0.67 0.41 -0.73
S -1.28 0.46 0.45 0.68
H 2.71 0.38 -1.32 0.06
H 1.00 1.24 -1.50 0.10
H 1.72 -1.51 0.16 0.11
H -0.50 -1.57 0.88 0.03
```

Computed properties:
**M**: 72.13 Da
**Gap between HOMO and LUMO**: 7.6 eV

=====

--- ii ---
Formula: C3H4S
Source: the OMol25 dataset
Level of theory: ωB97M-V with the def2-TZVPD basis set

```
8
Properties=species:S:1:pos:R:3:lowdin_charge:R:1
C -0.36 -1.89 0.94 0.05
C -0.18 -0.90 0.33 -0.23
C 0.07 0.37 -0.59 -0.50
S 0.36 1.74 0.67 0.64
H -0.34 -2.97 1.24 0.06
H 1.04 0.23 -1.17 0.07
H -0.66 0.54 -1.39 0.06
H 0.07 2.89 -0.02 -0.16
```

Computed properties:
**M**: 72.13 Da
**Gap between HOMO and LUMO**: 10.1 eV

=====

Name the least stable of them. ii.

=====

--- i ---
Formula: C3H4S
Source: the OMol25 dataset
Level of theory: ωB97M-V with the def2-TZVPD basis set

```
8
Properties=species:S:1:pos:R:3:lowdin_charge:R:1
C 1.83 -0.55 -0.15 0.09
C 0.69 -0.09 -0.27 -0.19
C -0.67 0.54 -0.08 -0.68
S -2.15 -0.44 -0.16 0.70
H 2.88 -0.65 0.06 0.03
H -0.58 0.85 0.95 0.05
H -0.81 1.59 -0.64 0.12
H -1.18 -1.25 0.29 -0.12
```

Computed properties:
**M**: 72.13 Da
**Gap between HOMO and LUMO**: 10.1 eV

=====

--- ii ---
Formula: C3H4S
Source: the OMol25 dataset
Level of theory: ωB97M-V with the def2-TZVPD basis set

```
8
Properties=species:S:1:pos:R:3:lowdin_charge:R:1
C -2.24 -0.13 0.72 0.02
C -1.13 0.40 0.08 -0.12
C -1.55 -0.82 -0.34 -0.03
H -0.26 1.04 -0.05 0.06
H -1.45 -1.57 -0.98 0.04
S 2.48 0.13 -0.03 0.54
H 2.99 -1.04 -0.29 -0.24
H 1.39 -0.27 0.55 -0.27
```

Computed properties:
**M**: 72.13 Da
**Gap between HOMO and LUMO**: 9.8 eV

=====

Name the least stable of them. ii.